C13H25FeN6O5S2Se | wB97M-V/def2-TZVPD

Calculated values
HOMO energy (alpha / beta) ... -4.05 / -4.04 eV
Relative energy (zero: lowest compared OMol25 entry of this formula, charge and spin) ... 0.936 eV
Charge ... -1
Expectation value of S² ... 6.01
Spin multiplicity ... 5

Each line ends with the Mulliken charge.
Positions of all 53 atoms, in Å:
Fe  0.04  0.01  0.45  0.915
O  2.28  1.24  0.33  -0.681
S  2.40  0.04  -0.57  1.090
O  3.69  -0.06  -1.22  -0.750
O  2.04  -1.13  0.30  -0.559
O  1.26  0.15  -1.53  -0.638
C  1.23  -3.83  3.14  -1.131
N  1.26  -2.48  3.67  0.089
C  1.16  -2.40  5.12  -1.048
C  0.66  -1.51  2.89  0.662
N  -0.05  -1.69  1.85  -0.430
N  0.99  -0.20  3.30  -0.083
C  0.33  0.93  2.81  0.561
N  1.17  2.04  2.78  -0.696
N  -0.90  0.87  2.48  -0.686
H  1.96  -4.43  3.69  0.298
H  1.52  -3.81  2.09  0.323
H  0.25  -4.30  3.24  0.371
H  2.03  -2.88  5.57  0.351
H  0.25  -2.90  5.49  0.315
H  1.13  -1.36  5.43  0.346
H  -0.32  -2.64  1.65  0.189
H  1.98  -0.08  3.45  0.291
H  1.98  1.83  2.20  0.343
H  0.69  2.81  2.33  0.324
H  -1.21  1.77  2.11  0.216
Se  -2.31  -0.73  -0.51  -0.420
C  -1.99  -1.98  -1.89  0.068
C  -3.06  -2.68  -2.46  -0.436
C  -2.83  -3.60  -3.46  -0.300
N  -1.62  -3.90  -3.95  -0.648
C  -0.61  -3.24  -3.40  -0.476
C  -0.72  -2.29  -2.40  -0.167
H  -4.07  -2.50  -2.12  0.342
H  -3.67  -4.14  -3.90  0.323
H  0.38  -3.47  -3.79  0.371
H  0.16  -1.78  -2.03  0.436
C  1.17  2.85  -3.58  -1.165
C  0.82  3.08  -2.12  -0.319
S  -0.65  2.14  -1.68  0.400
O  -0.58  2.05  -0.15  -0.567
C  -1.96  3.35  -1.95  -0.571
C  -1.89  4.60  -1.10  -1.067
H  2.07  3.41  -3.84  0.383
H  0.37  3.18  -4.25  0.284
H  1.36  1.79  -3.74  0.288
H  0.67  4.14  -1.87  0.499
H  1.57  2.66  -1.45  0.104
H  -2.86  2.77  -1.76  0.382
H  -1.93  3.57  -3.03  0.409
H  -1.58  4.34  -0.08  0.202
H  -2.87  5.07  -1.05  0.371
H  -1.18  5.33  -1.50  0.297